This record from OMol25 describes a 2-piece molecular cluster, C2H7NS2 overall in a non-equilibrium geometry. The level of theory is wB97M-V/def2-TZVPD.

Each line ends with the Mulliken charge.
Cartesian coordinates (Å):
C -1.58326 0.36024 -0.25724  -0.86
C -0.43640 -0.30204 0.25897  -0.07
N 1.37022 1.06108 -0.32968  -0.46
S -0.05778 -2.01588 0.11588  -0.18
S 2.69605 0.23726 -0.09349  -0.09
H -2.50898 -0.01979 0.20967  0.31
H -1.63351 0.19156 -1.35375  0.28
H -1.53914 1.44146 -0.11085  0.27
H -0.09713 -0.20152 1.28077  0.33
H 1.20601 1.86445 0.24568  0.25
H -0.16480 -2.52546 -1.21696  0.14
H 2.74872 -0.09137 1.25100  0.09

Calculated values
HOMO (spin up / spin down)	-7.47 / -7.81	eV
DFT total energy	-931.39018	Eh
relative energy (zero: lowest compared OMol25 entry of this formula, charge and spin)	350.2	kJ/mol
total charge	0



This record from OMol25 describes C6H7N as an isolated structure in a non-equilibrium geometry. The level of theory is wB97M-V/def2-TZVPD.

Each line ends with the Mulliken charge.
Cartesian coordinates (Å):
C -1.34941 -0.51523 -1.38156  0.31
C 1.15950 0.51352 -1.14846  -0.52
C 1.58918 0.66263 0.35477  -0.77
C -0.34241 0.09053 -0.73959  -0.19
C 0.31026 0.21725 0.63185  0.64
C -0.32200 -0.03757 1.94896  -1.21
N -2.43240 -0.75884 -1.90684  -0.57
H 1.27957 1.26630 -1.88169  0.37
H 1.60563 -0.35653 -1.53354  0.26
H 2.47579 0.78967 0.90055  0.46
H 0.44407 0.01657 2.83705  0.26
H -0.69096 -0.97738 2.07253  0.37
H -1.02741 0.67741 2.09914  0.32
H -2.69941 -1.58834 -2.25317  0.27

Calculated values
HOMO (spin up / spin down)	-4.98 / -9.54	eV
DFT total energy	-287.31017	Eh
relative energy (zero: lowest compared OMol25 entry of this formula, charge and spin)	210.3	kJ/mol
total charge	0
multiplicity	3